A single C14H16BrN3O2S molecule. Source: OMol25; level of theory: the ωB97M-V functional and the def2-TZVPD basis.

As for the lowest unoccupied orbital energy: 0.4 eV. The net charge is 0. For the HOMO energy, the calculation gives -8.66 eV. The structure (SMILES) is CCc1cccc(C)c1NS(=O)(=O)c1cc(Br)cnc1N. The relative energy (zero: lowest compared OMol25 entry of this formula, charge and spin) comes out at 0.00 kcal/mol.

Last column: natural (NBO) charge in e.
Positions of all 37 atoms, in Å:
Br  -3.6104  -0.9534  -3.6681  0.07
S  0.6555  -1.7300  -0.1538  2.31
O  1.9071  -2.4361  -0.2963  -0.96
O  -0.3997  -2.3273  0.6037  -0.92
N  1.0395  -0.2095  0.4407  -0.89
N  0.4718  -0.6914  -4.0397  -0.46
N  2.2684  -1.0091  -2.6401  -0.79
C  -1.0107  1.6962  -0.1838  -0.41
C  1.5497  -1.1431  3.0880  -0.64
C  0.4551  -0.1586  2.8089  -0.02
C  -1.3079  -1.3530  -2.0159  -0.14
C  0.0487  -1.3562  -1.7874  -0.44
C  0.0762  2.6949  -0.5831  -0.60
C  0.9349  -1.0320  -2.8324  0.42
C  -0.8257  -0.6659  -4.2553  0.06
C  -1.5794  1.6546  2.2592  -0.21
C  -0.3489  0.3297  3.8285  -0.21
C  -1.3628  1.2296  3.5565  -0.19
C  0.2283  0.2855  1.5047  0.17
C  -0.7925  1.1889  1.2139  -0.02
C  -1.7578  -0.9984  -3.2819  -0.19
H  -2.3721  2.3574  2.0483  0.21
H  -0.9988  0.8622  -0.8855  0.21
H  -1.9866  1.5981  4.3569  0.21
H  1.4505  -2.0118  2.4374  0.23
H  -0.1080  3.0706  -1.5869  0.21
H  2.8391  -0.9298  -3.4654  0.41
H  -0.1828  -0.0069  4.8413  0.21
H  -1.9875  2.1797  -0.2428  0.21
H  2.6171  -1.5249  -1.8419  0.42
H  1.0503  2.2134  -0.5649  0.21
H  2.0249  -0.1917  0.6630  0.41
H  -1.1347  -0.3758  -5.2502  0.21
H  0.0892  3.5357  0.1068  0.20
H  2.5294  -0.6952  2.9091  0.21
H  -1.9786  -1.6227  -1.2139  0.26
H  1.5093  -1.4738  4.1223  0.23


A gas-phase ion, C7H11N5OS (charge +2) in a non-equilibrium geometry. Source: OMol25; level of theory: the ωB97M-V functional and the def2-TZVPD basis.

The spin multiplicity is 3. As for the lowest unoccupied orbital energy (alpha / beta): -6.6 / -9.6 eV. The net charge is +2. For the HOMO energy (alpha / beta), the calculation gives -15.59 / -15.59 eV. The expectation value of S² is 2.04. The relative energy (zero: lowest compared OMol25 entry of this formula, charge and spin) comes out at 0.96 kcal/mol.

Last column: Mulliken spin population.
Positions of all 25 atoms, in Å:
S  -5.1913  -0.8591  -0.0581  1.00
O  -1.6218  0.8327  0.2813  0.00
N  -0.1902  -2.4614  -0.2504  0.02
N  -2.7054  -0.0998  0.1231  0.00
N  -4.2361  1.5844  0.1064  0.04
N  0.6048  2.0307  -0.4425  0.00
N  -2.2761  -1.3493  0.0120  0.04
C  -3.9472  0.2764  -0.0088  -0.07
C  0.7606  0.6224  -0.1643  0.45
C  1.2107  -2.4601  0.1859  0.00
C  1.9424  -0.0363  -0.5122  -0.10
C  2.0855  -1.4265  -0.3728  0.45
C  -0.4898  -0.0707  0.5682  0.01
C  -0.9673  -1.4356  0.0749  0.02
H  -0.2923  -0.2107  1.5859  0.02
H  -3.6736  2.2318  -0.4535  0.00
H  1.6088  -3.4018  -0.0206  -0.01
H  1.0529  -2.2348  1.2718  0.06
H  2.9380  0.2851  -0.6901  0.02
H  0.6800  2.6814  0.4237  0.02
H  3.0896  -1.6831  -0.6070  0.01
H  -5.2485  1.7835  0.2495  0.00
H  -0.4532  -3.3849  -0.6148  0.00
H  1.4460  2.3481  -0.9745  0.00
H  -0.3050  2.2262  -0.9066  0.01


A molecular structure, C10H8N2 in a non-equilibrium geometry. Source: OMol25; level of theory: the ωB97M-V functional and the def2-TZVPD basis.

As for the lowest unoccupied orbital energy: -0.1 eV. The net charge is 0. For the HOMO energy, the calculation gives -8.69 eV. The relative energy (zero: lowest compared OMol25 entry of this formula, charge and spin) comes out at 113.04 kcal/mol.

Last column: natural (NBO) charge in e.
Positions of all 20 atoms, in Å:
N  1.3004  -1.3725  -0.0951  -0.37
N  -1.3254  -1.4054  0.1061  -0.36
C  -2.5690  -1.3904  0.0747  0.08
C  2.5956  -1.4089  -0.0736  0.02
C  1.4710  0.9788  0.1762  -0.19
C  -2.8782  0.8513  -0.1338  -0.13
C  -0.7840  -0.1439  0.0764  0.15
C  -1.5284  1.0304  -0.1406  -0.26
C  3.5142  -0.3028  -0.0495  -0.23
C  0.6532  -0.1645  0.0255  0.13
C  -3.4655  -0.2934  0.0684  -0.27
C  2.8468  1.0008  0.0749  -0.22
H  -3.6562  1.9133  -0.4671  0.19
H  -4.5708  -0.4821  0.2224  0.23
H  -3.1955  -2.0871  -0.0172  0.17
H  3.5890  1.8500  0.0649  0.24
H  0.8301  2.1671  0.5264  0.19
H  -0.9146  1.9580  -0.1757  0.24
H  3.3369  -2.1913  -0.0751  0.19
H  4.7506  -0.5074  -0.1881  0.23


A molecular structure, C37H24BaN14O3S3. Source: OMol25; level of theory: the ωB97M-V functional and the def2-TZVPD basis.

As for the lowest unoccupied orbital energy: 2.9 eV. The net charge is -2. For the HOMO energy, the calculation gives -2.11 eV. The relative energy (zero: lowest compared OMol25 entry of this formula, charge and spin) comes out at 2.22 kcal/mol.

Last column: Löwdin charge in e.
Positions of all 82 atoms, in Å:
Ba  0.1098  -0.9784  2.3705  1.52
S  -2.8506  0.2690  2.8124  0.49
S  -1.0190  -3.6659  3.3488  0.36
S  -0.5252  -3.0274  0.0651  0.38
O  1.4516  2.0598  -4.4655  0.14
O  2.4400  -0.5785  3.4674  -0.25
O  -0.6208  0.0628  4.7303  -0.40
N  4.1370  -0.0331  -0.6696  0.12
N  -2.0664  2.1711  -1.0304  -0.16
N  2.1699  0.6806  5.3180  0.17
N  -1.7480  -0.5025  5.1408  -0.24
N  -6.4837  -3.4909  -1.2652  0.12
N  2.1864  -0.3995  0.3816  0.00
N  5.9519  -0.8297  2.7744  0.10
N  -0.9249  0.7564  0.1659  -0.01
N  5.3662  1.5825  6.4555  0.08
N  -2.2204  0.9813  -1.6601  0.12
N  1.4874  3.4412  -6.1763  0.11
N  3.5140  -1.1228  -1.1764  -0.15
N  -7.0557  -4.1649  2.7755  0.13
N  2.4757  2.4694  -6.3679  0.11
C  -4.0011  -1.1320  4.8757  -0.11
C  -2.8176  -1.7620  6.8503  -0.08
C  4.7270  -1.1707  -5.9084  -0.07
C  -3.6119  -3.8078  2.6153  -0.10
C  2.3525  -1.3251  -0.5406  -0.16
C  -0.1936  3.8548  -4.4136  -0.13
C  3.9552  -0.0439  -6.1328  -0.03
C  -3.2165  -3.3245  -0.0631  -0.09
C  -2.6595  3.3729  -1.5519  -0.09
C  -5.6040  -3.5045  -0.5209  -0.20
C  -2.8704  -0.4786  4.3442  -0.74
C  -1.7058  5.7111  -4.3779  -0.07
C  -2.3005  -3.5979  2.1724  -0.78
C  -1.7186  -1.1265  6.3346  -0.05
C  -4.7106  -3.7757  1.7671  -0.21
C  -0.6247  5.0645  -4.9513  -0.03
C  -2.1006  -3.3404  0.7755  -0.74
C  -1.9191  3.9471  -2.7416  -0.18
C  2.9671  0.0788  4.3952  -0.54
C  5.2363  -0.3574  3.5509  -0.27
C  3.3079  0.3537  0.2718  -0.21
C  4.7620  -1.7465  -4.6484  -0.04
C  2.4086  1.6857  -5.3505  -0.29
C  4.9430  0.9838  5.5571  -0.29
C  3.2493  -0.0837  -3.8175  0.05
C  -1.5227  0.1587  -0.9073  -0.21
C  4.0298  -1.2087  -3.5955  -0.18
C  -3.9893  -1.7622  6.0930  -0.09
C  -6.0165  -3.9846  2.3121  -0.20
C  -1.2957  2.0077  0.0512  -0.17
C  -0.8323  3.2975  -3.3102  0.05
C  3.2150  0.4938  -5.0840  -0.13
C  4.3864  0.2396  4.5034  -0.23
C  4.1204  -1.8775  -2.2415  -0.08
C  0.9228  3.1598  -5.0560  -0.30
C  -2.3491  5.1528  -3.2835  -0.04
C  -4.5128  -3.5327  0.4001  -0.21
H  -3.7631  -3.9927  3.6702  0.10
H  -4.8765  -2.2713  6.4478  0.10
H  -4.8835  -1.1341  4.2512  0.10
H  -0.1136  5.4773  -5.8098  0.11
H  3.5235  1.1913  0.9140  0.11
H  -2.0498  6.6522  -4.7870  0.10
H  -2.7402  -2.2649  7.8031  0.09
H  -1.0588  2.8092  0.7334  0.14
H  3.6366  -2.8552  -2.2691  0.14
H  -2.6823  4.1030  -0.7412  0.13
H  3.9141  0.4241  -7.1063  0.11
H  2.6812  0.3506  -3.0056  0.12
H  5.3740  -2.6245  -4.4737  0.11
H  -0.5009  2.3483  -2.9125  0.12
H  1.1774  0.4633  5.3070  0.05
H  2.5747  1.1161  6.1276  0.08
H  -1.4283  -0.9023  -1.0970  0.04
H  -3.6921  3.1488  -1.8225  0.14
H  -0.7555  -1.0948  6.8193  0.13
H  -3.1998  5.6604  -2.8416  0.11
H  1.6679  -2.1314  -0.7645  0.05
H  -3.0606  -3.1409  -1.1181  0.10
H  5.3035  -1.6000  -6.7174  0.10
H  5.1666  -2.0326  -1.9758  0.13